Record 1
Here is a structure of composition C43H53AsF5N4OSSbSi3Tl from OMol25. Energies are from the ωB97M-V functional and the def2-TZVPD basis.

Calculated values
Total charge = +1
M = 1254.30 g mol⁻¹
Kohn-Sham gap = 6.19 eV
HOMO level = -9.3 eV
Lowest unoccupied orbital energy = -3.09 eV

Cartesian coordinates (Å):
Tl1 1.49711 -1.21323 0.67073
C1 3.20730 -4.05684 -4.07516
C2 3.14451 -5.02865 -2.90310
N1 3.67633 -4.48512 -1.65103
C3 2.96247 -3.91635 -0.65732
S1 1.30113 -3.49956 -0.95087
N2 3.64619 -3.77261 0.47995
N3 2.93211 -3.14763 1.42662
C4 3.25942 -3.29816 2.65383
C5 4.43344 -4.11275 3.10735
C6 2.31066 -2.72577 3.65133
C7 2.49612 -2.93599 5.01641
C8 1.50524 -2.55787 5.90774
C9 0.35552 -1.95400 5.42597
C10 0.27930 -1.70862 4.06533
N4 1.22327 -2.07887 3.20126
H1 2.96193 -4.56685 -5.01184
H2 4.20895 -3.62972 -4.16800
H3 2.49296 -3.24692 -3.93288
H4 3.71752 -5.92559 -3.12925
H5 2.11616 -5.32633 -2.72801
H6 4.62453 -4.70816 -1.39574
H7 4.94655 -4.51149 2.23948
H8 4.11790 -4.94425 3.74352
H9 5.13415 -3.49769 3.68132
H10 3.39912 -3.41652 5.37126
H11 1.62580 -2.74676 6.96964
H12 -0.45765 -1.67835 6.08840
H13 -0.58304 -1.20391 3.62940
C11 -0.19847 -3.08634 -7.08898
C12 -1.13938 -3.32988 -6.09747
C13 -1.01144 -2.71795 -4.85573
C14 0.04985 -1.85152 -4.60392
C15 0.99911 -1.61812 -5.59573
C16 0.87318 -2.23627 -6.83382
As1 0.03492 -0.92291 -2.87782
C17 1.78654 -0.06663 -2.97209
C18 2.99925 -0.58925 -2.54006
C19 4.16369 0.16196 -2.67121
C20 4.11144 1.43294 -3.23362
C21 2.89803 1.96262 -3.65869
C22 1.72807 1.21858 -3.52570
C23 0.36551 1.67686 -3.89949
C24 0.04393 2.90928 -4.46433
C25 -1.28285 3.22107 -4.74128
C26 -2.29196 2.30313 -4.46609
C27 -1.97118 1.06729 -3.91242
C28 -0.64939 0.75698 -3.62838
H14 -0.29550 -3.56257 -8.05786
H15 -1.96867 -4.00097 -6.28692
H16 -1.73660 -2.92670 -4.07758
H17 1.84093 -0.96081 -5.40830
H18 1.61584 -2.05209 -7.60308
H19 3.04289 -1.58492 -2.11973
H20 5.11087 -0.24962 -2.34098
H21 5.02096 2.01266 -3.34562
H22 2.87033 2.95452 -4.09951
H23 0.82193 3.62904 -4.69767
H24 -1.52920 4.17940 -5.18315
H25 -3.32582 2.54541 -4.68784
H26 -2.75991 0.34385 -3.72756
C29 -2.17871 1.15054 5.72444
Si1 -0.84536 2.11917 4.89865
C30 0.87401 1.69442 5.39814
C31 -1.12695 3.95730 5.01069
Sb1 -1.27842 2.01850 2.33813
Si2 -3.80633 2.02503 1.89714
C32 -4.61598 3.67633 2.00009
C33 -2.38532 0.80912 -0.44938
C34 -4.61971 0.81422 3.03088
Si3 0.57538 3.31500 0.99015
C35 0.01526 5.06784 1.12828
C36 0.67158 2.71916 -0.72694
C37 2.03503 2.86677 2.02776
H27 -1.97068 1.09294 6.79985
H28 -2.25078 0.12901 5.33722
H29 -3.14630 1.64239 5.58970
H30 0.94624 1.78618 6.49016
H31 1.58987 2.38778 4.95153
H32 1.15549 0.67658 5.12565
H33 -1.20811 4.26702 6.06076
H34 -2.05141 4.26945 4.50467
H35 -0.28892 4.50831 4.56578
H36 -4.09195 4.43008 1.40889
H37 -4.68151 4.01481 3.04047
H38 -5.63811 3.58556 1.60864
H39 -1.55284 1.50473 -0.57197
H40 -2.56820 0.38420 -1.43642
H41 -1.29761 -0.95418 -0.06763
H42 -4.92997 1.34289 3.94083
H43 -3.97658 -0.02217 3.31466
H44 -5.52049 0.41241 2.55484
H45 -1.01989 5.16713 0.78512
H46 0.64196 5.70071 0.48518
H47 0.08647 5.44899 2.15345
H48 -0.17271 3.05298 -1.33733
H49 0.74904 1.63082 -0.78325
H50 1.59416 3.13063 -1.16116
H51 2.03084 3.42150 2.97206
H52 2.96727 3.09731 1.49726
H53 2.03226 1.79559 2.24435
F1 -6.26608 -0.86172 -0.76136
C38 -5.15051 -0.32645 -0.27645
C39 -4.87501 0.94877 -0.50858
F2 -5.69108 1.69247 -1.23319
C40 -3.62108 1.60235 -0.00026
F3 -3.51699 2.87920 -0.59203
C41 -1.95466 -0.29176 0.50015
O1 -1.17870 0.14004 1.64287
C42 -3.08670 -1.15405 0.95862
F4 -2.69855 -2.05587 1.86781
C43 -4.35670 -1.22690 0.56268
F5 -5.09785 -2.20763 1.07468

Löwdin atomic charge list, values in e, 8 entries: 0.68 -0.08 -0.26 -0.02 -0.81 0.49 -0.02 -0.12


Record 2
Here is the molecule CH3BrClP from OMol25. Energies are from the ωB97M-V functional and the def2-TZVPD basis.

Calculated values
M = 161.37 g mol⁻¹
Kohn-Sham gap = 9.82 eV
HOMO level = -9.5 eV
SMILES = CP(Cl)Br
Lowest unoccupied orbital energy = 0.31 eV

Cartesian coordinates (Å):
C1 0.87146 0.26895 -0.01875
P1 -0.88928 -0.50866 -0.90823
Cl1 -1.22701 -1.99197 0.39752
Br1 -2.04649 1.08418 0.15289
H1 1.74309 -0.17962 -0.48511
H2 0.71411 -0.00444 1.09875
H3 0.83413 1.33156 -0.23706

Charges obtained by Löwdin population analysis, quoted in units of e: -0.35 0.09 0.09 0.15 0.00 0.04 -0.02


Record 3
Here is the molecule C2H2N2P2 from OMol25. Energies are from the ωB97M-V functional and the def2-TZVPD basis.

Calculated values
M = 116.00 g mol⁻¹
Kohn-Sham gap = 10.16 eV
HOMO level = -10.4 eV
SMILES = N#CP(#[PH2])C#N
Lowest unoccupied orbital energy = -0.23 eV

Cartesian coordinates (Å):
C1 0.83908 -1.12812 -0.59691
C2 -0.03917 -0.55233 1.72845
N1 0.56562 -2.00864 -1.25112
N2 -0.73096 -0.86908 2.59569
P1 -0.75495 1.17176 -0.35329
P2 1.00655 0.25718 0.53565
H1 -0.06523 2.50286 -0.92248
H2 -0.82094 0.62637 -1.73598

Charges obtained by Löwdin population analysis, quoted in units of e: -0.59 -0.59 0.10 0.11 0.52 0.64 -0.08 -0.11


Record 4
Here is a cluster of 2 separate species, C4H11NO in total from OMol25. Energies are from the ωB97M-V functional and the def2-TZVPD basis.

Calculated values
M = 89.14 g mol⁻¹
Kohn-Sham gap = 10.03 eV
HOMO level = -9.1 eV
SMILES = C=CN.CCO
Lowest unoccupied orbital energy = 0.94 eV

Cartesian coordinates (Å):
C1 -0.83127 1.59114 1.21006
C2 0.59132 1.54728 1.06848
N1 -1.79775 0.86969 1.84635
H1 -1.37052 2.41668 0.55444
H2 0.94953 2.36554 0.58203
H3 1.17977 0.75037 1.64558
H4 -2.13698 1.40597 2.54121
H5 -2.64390 0.81281 1.22354
H6 0.16221 0.70684 -1.33817
C3 0.34192 -1.21225 -1.67083
O1 -0.47054 0.00095 -1.65039
C4 1.24643 -1.86694 -0.66148
H7 0.92396 -1.12420 -2.56555
H8 -0.59100 -1.78103 -1.69706
H9 1.58812 -2.90725 -0.91768
H10 0.69096 -2.19928 0.28510
H11 2.16775 -1.37632 -0.45561

Löwdin atomic charge list, values in e, 8 entries: -0.30 0.00 0.00 0.13 -0.01 0.08 0.03 0.11


Record 5
Here is a structure of composition C5H4BaF9ORb from OMol25. Energies are from the ωB97M-V functional and the def2-TZVPD basis.

Calculated values
Total charge = +1
Spin multiplicity = 2
M = 473.86 g mol⁻¹
Kohn-Sham gap (spin up / spin down) = 4.98 / 9.97 eV
HOMO level (spin up / spin down) = -8.5 / -13.8 eV
Lowest unoccupied orbital energy (spin up / spin down) = -3.56 / -3.88 eV

Cartesian coordinates (Å):
Rb1 18.05212 13.32421 2.94580
Ba1 16.52685 9.17046 3.99627
F1 16.91878 11.74195 5.00423
C1 12.59176 13.71063 5.20676
C2 12.13676 14.84766 4.25597
C3 10.89177 14.38068 3.47216
F2 9.95711 13.67762 4.18669
F3 10.28715 15.36175 2.75630
F4 11.82495 15.92525 5.09448
F5 13.07775 15.15202 3.37323
O1 13.87078 14.03542 5.70285
C4 14.11141 13.42581 6.93393
C5 13.99743 11.85371 7.00835
F6 14.72382 11.36892 8.04651
F7 12.78035 11.38813 7.12930
F8 15.40161 13.80989 7.11542
F9 13.36047 14.06442 7.82578
H1 12.63850 12.78754 4.62900
H2 11.89175 13.45170 6.00115
H3 11.12534 13.67692 2.67325
H4 14.34663 11.33282 6.11681

Löwdin atomic charge list, values in e, 8 entries: 0.75 1.19 -0.91 -0.09 -0.41 -0.29 0.08 0.09